Computed, not measured: a single C5H9NO molecule at a distorted geometry, with ωB97M-V with the def2-TZVPD basis set.

Summary:
Charge: 0
2S+1: 1
Energy above the lowest of the compared OMol25 structures with the same formula, charge and spin in eV: 5.202
Highest occupied orbital energy (spin up / spin down) in eV: -7.46 / -8.42
HOMO-LUMO gap (spin up / spin down) in eV: 7.11 / 8.69
Lowest unoccupied orbital energy (spin up / spin down) in Ha: -0.0128 / 0.0097

Bonds (Å) are listed after each position.
Positions of all 16 atoms, in Å:
1 C 1.97210 0.18697 -0.13988  C2 1.540, H8 1.096, H9 1.095, H10 1.098
2 C 0.67358 0.04882 0.67663  C1 1.540, C3 1.509, H11 1.090, H12 1.109
3 C -0.48247 -0.48394 -0.13470  C2 1.509, O4 1.347, C5 1.512
4 O -0.36293 -1.79558 -0.41755  C3 1.347, H14 0.972
5 C -1.95874 -0.15742 -0.09750  C3 1.512, C6 1.462, H15 1.098, H16 1.112
6 C -2.15650 1.17920 0.46211  C5 1.462, N7 1.236
7 N -1.36989 2.05924 0.09684  C6 1.236, H13 1.121
8 H 1.85471 0.94374 -0.92330  C1 1.096
9 H 2.78794 0.49592 0.52154  C1 1.095
10 H 2.27219 -0.75236 -0.62320  C1 1.098
11 H 0.41621 1.01417 1.11365  C2 1.090
12 H 0.85219 -0.66506 1.50584  C2 1.109
13 H -0.64123 1.53679 -0.57612  N7 1.121
14 H 0.43546 -2.16780 -0.00704  O4 0.972
15 H -2.48676 -0.96742 0.42325  C5 1.098
16 H -2.31714 -0.08574 -1.14758  C5 1.112